Formula: C43H39BrF4GeN4Ti
Source: the OMol25 dataset
Level of theory: ωB97M-V/def2-TZVPD

Geometry as XYZ:
```
93
Properties=species:S:1:pos:R:3
Ti 0.961 -0.733 -0.214
C 2.441 -0.119 2.988
C 0.953 -0.416 2.868
N 0.630 -1.537 1.944
C 1.365 -2.729 2.433
C 0.797 -4.093 2.083
C -0.845 -1.691 1.964
C -1.450 -2.440 0.774
N -0.764 -2.072 -0.442
C -1.075 -2.567 -1.625
C -0.322 -2.128 -2.755
F 0.622 -1.164 -2.529
C -0.434 -2.683 -3.998
F 0.373 -2.241 -4.992
C -1.382 -3.655 -4.288
C -2.193 -4.041 -3.234
F -3.151 -4.978 -3.459
C -2.071 -3.527 -1.965
F -2.917 -4.003 -1.004
H 2.572 0.848 3.478
H 2.972 -0.869 3.576
H 2.893 -0.053 1.996
H 0.535 -0.656 3.860
H 0.444 0.460 2.471
H 2.384 -2.658 2.052
H 1.413 -2.668 3.531
H 0.701 -4.236 1.012
H 1.493 -4.848 2.454
H -0.169 -4.267 2.561
H -1.166 -2.167 2.905
H -1.248 -0.678 1.948
H -1.423 -3.521 0.940
H -2.514 -2.163 0.753
H -1.480 -4.075 -5.277
Br 5.038 5.764 -0.487
C 4.388 3.958 -0.466
C 5.075 2.971 -1.136
C 4.611 1.664 -1.112
C 3.419 1.291 -0.432
C 2.754 2.355 0.234
C 3.221 3.649 0.226
N 2.966 -0.002 -0.361
C 3.953 -0.991 -0.522
C 3.615 -2.298 -0.659
C 4.591 -3.365 -0.770
C 4.201 -4.632 -1.043
C 2.810 -4.921 -1.211
C 1.929 -3.882 -1.014
N 2.250 -2.626 -0.691
H 5.976 3.214 -1.688
H 5.154 0.927 -1.684
H 1.830 2.106 0.742
H 2.675 4.424 0.748
H 5.001 -0.724 -0.479
H 5.640 -3.112 -0.655
H 4.940 -5.421 -1.141
H 2.453 -5.908 -1.469
H 0.862 -4.075 -1.112
C -0.007 0.712 -0.041
Ge -1.534 1.816 0.018
C -1.193 3.756 -0.276
C -1.819 4.789 0.420
C -1.498 6.121 0.178
C -0.542 6.443 -0.776
C 0.091 5.425 -1.481
C -0.231 4.099 -1.229
C -2.927 1.321 -1.308
C -2.579 0.408 -2.299
C -3.498 -0.003 -3.258
C -4.791 0.503 -3.239
C -5.154 1.424 -2.263
C -4.226 1.828 -1.311
C -2.459 1.764 1.785
C -3.617 1.025 2.024
C -4.137 0.887 3.306
C -3.504 1.490 4.385
C -2.350 2.233 4.168
C -1.840 2.365 2.884
H -2.567 4.553 1.170
H -1.992 6.908 0.740
H -0.280 7.478 -0.960
H 0.860 5.665 -2.207
H 0.299 3.307 -1.749
H -1.567 0.021 -2.306
H -3.204 -0.730 -4.008
H -5.515 0.179 -3.979
H -6.162 1.824 -2.242
H -4.526 2.545 -0.549
H -4.118 0.535 1.192
H -5.034 0.298 3.463
H -3.904 1.378 5.386
H -1.842 2.703 5.003
H -0.928 2.936 2.731
```

Its orbital gap is 0.147 Eh. As for the calculated total energy: -7780.836570 Ha. The total charge is -2. As for the HOMO energy: 0.05 eV.